# 1
Molecular formula: C2H3IN2O
Method: DFT, ωB97M-V/def2-TZVPD

XYZ file:
```
9
Properties=species:S:1:pos:R:3:nbo_charge:R:1
I 4.06 0.69 -0.26 -0.109
O -1.32 0.48 0.06 -0.389
N -0.44 -1.54 0.16 -0.276
N 0.51 -0.66 -0.12 -0.314
C -0.02 0.50 -0.23 0.282
C -1.51 -0.84 0.29 0.265
H -2.40 -1.44 0.47 0.219
H 0.54 1.30 -0.61 0.215
H 3.28 -0.58 -0.04 0.109
```

Summary:
Strongest force on any atom in eV/A: 3.20
HOMO level in eV: -9.924
Kohn-Sham gap in eV: 10.7
Relative energy (zero: lowest compared OMol25 entry of this formula, charge and spin) in kJ/mol: 145.10



# 2
Molecular formula: C2H3IN2O
Method: DFT, ωB97M-V/def2-TZVPD

XYZ file:
```
9
Properties=species:S:1:pos:R:3:nbo_charge:R:1
I -0.13 1.40 -2.55 0.037
O 1.02 -0.12 1.91 -0.521
N 1.39 -1.56 0.12 -0.766
N -1.50 0.74 0.00 -0.939
C -0.69 0.21 -0.80 0.084
C 1.31 -0.79 1.02 0.855
H 2.18 -1.81 -0.55 0.446
H -1.99 1.59 -0.04 0.407
H -1.59 0.34 0.89 0.396
```

Summary:
Strongest force on any atom in eV/A: 6.95
HOMO level (alpha / beta) in eV: -5.925 / -9.531
Kohn-Sham gap (alpha / beta) in eV: 6.5 / 8.2
Spin multiplicity: 3
Relative energy (zero: lowest compared OMol25 entry of this formula, charge and spin) in kJ/mol: 67.46